Here is a cluster of 2 separate species, C9H13NO2 in total at a distorted geometry from the OMol25 dataset. Energies are from ωB97M-V with the def2-TZVPD basis set.

```
25
Properties=species:S:1:pos:R:3:mulliken_charge:R:1
C -1.9175 -3.5433 0.0172 -1.349
C -1.9894 -2.0677 0.3853 0.687
C -2.9204 -1.6206 1.3321 -0.622
C -2.9779 -0.2735 1.6453 -0.313
C -2.2915 0.6398 0.8502 0.663
O -2.3888 1.9346 1.2967 -0.526
C -1.4147 0.2202 -0.1358 -0.432
C -1.2688 -1.1443 -0.3532 -0.655
H -0.8604 -3.8302 0.0728 0.363
H -2.4210 -3.7251 -0.9298 0.285
H -2.2790 -4.1814 0.8317 0.366
H -3.5197 -2.3426 1.8485 0.334
H -3.3717 0.1057 2.5826 0.354
H -2.0154 2.5791 0.6906 0.302
H -0.8659 0.9632 -0.7066 0.179
H -0.5539 -1.5790 -1.0367 0.365
C 4.5184 1.5293 -0.3783 -0.823
C 3.1261 2.0203 -0.6976 0.543
N 2.9216 2.4057 -1.9981 -0.408
O 2.2214 2.0172 0.1063 -0.596
H 4.3742 0.5491 0.0538 0.241
H 4.8223 2.1158 0.4813 0.263
H 5.2197 1.5971 -1.2031 0.328
H 2.1176 2.9736 -2.2142 0.241
H 3.7347 2.6569 -2.5411 0.212
```

Properties
SMILES = Cc1ccc(O)cc1.CC(N)=O
F_max = 1.65 eV/Å
Kohn-Sham gap = 8.821 eV
Energy relative to the best compared isomer or geometry (same formula, charge and spin) = 13.35 kcal per mole
Multiplicity = 1
Charge = 0

***

Here is a cluster of 2 separate species, C9H13NO2 in total at a distorted geometry from the OMol25 dataset. Energies are from ωB97M-V with the def2-TZVPD basis set.

```
25
Properties=species:S:1:pos:R:3:mulliken_charge:R:1
C -2.6498 -0.7020 -0.6511 -1.346
C -1.6601 0.0338 0.1985 0.986
C -1.5829 -0.1965 1.5596 -0.485
C -0.6888 0.4701 2.4034 -0.691
C 0.1920 1.3406 1.7828 0.766
O 1.2205 1.8907 2.5521 -0.556
C 0.1738 1.6028 0.4123 -0.580
C -0.7956 0.9815 -0.3656 -0.826
H -3.3165 0.0216 -1.1161 0.323
H -3.1911 -1.4226 -0.0397 0.367
H -2.1844 -1.3475 -1.4013 0.257
H -2.1968 -0.9373 2.0627 0.277
H -0.7417 0.5600 3.4784 0.402
H 1.2436 2.8395 2.3548 0.314
H 0.8314 2.3793 0.0462 0.459
H -1.0347 1.3878 -1.3452 0.324
C 2.6180 -0.3046 -1.2053 -0.718
C 1.8749 -1.6042 -1.0486 0.733
N 0.6980 -1.6463 -1.7282 -0.343
O 2.3837 -2.5268 -0.4455 -0.618
H 2.0761 0.5961 -0.8969 -0.048
H 2.7382 -0.0165 -2.2572 0.331
H 3.6007 -0.2257 -0.7548 0.310
H 0.1013 -2.4451 -1.8514 0.237
H 0.2903 -0.7285 -1.7438 0.124
```

Properties
SMILES = Cc1ccc(O)cc1.CC(N)=O
F_max = 2.02 eV/Å
Kohn-Sham gap = 9.632 eV
Energy relative to the best compared isomer or geometry (same formula, charge and spin) = 18.90 kcal per mole
Multiplicity = 1
Charge = 0

***

Here is the molecule C9H13NO2 at a distorted geometry from the OMol25 dataset. Energies are from ωB97M-V with the def2-TZVPD basis set.

```
25
Properties=species:S:1:pos:R:3:mulliken_charge:R:1
C -2.1214 1.5624 0.2701 -0.397
C -3.1476 0.9996 -0.4215 -0.215
C -0.9153 1.0706 0.9874 -0.053
C -3.2953 -0.2762 -1.2013 -0.394
C 0.1538 0.1714 0.5668 -0.278
C 2.0810 1.0723 -0.8074 -1.403
C 1.0796 -1.3477 -1.1169 -1.530
C 2.2547 -0.8276 0.9416 -1.793
C 1.3975 -0.2092 -0.1219 1.994
N -0.6575 -0.3838 1.3018 0.368
O -1.1523 -1.3462 1.8570 -0.771
O -3.0922 -1.3844 -0.5699 -0.164
H -2.2837 2.7271 0.3888 0.176
H -3.9557 1.6614 -0.6671 0.361
H -0.6571 1.7950 1.7838 0.355
H 1.5351 1.9501 -0.5857 0.389
H 3.1584 1.0490 -0.5805 0.321
H 1.9722 0.8662 -1.9275 0.305
H 0.6822 -2.2692 -0.5416 0.326
H 0.3100 -0.9552 -1.8186 0.416
H 1.9710 -1.6489 -1.7378 0.417
H 3.0151 -1.4638 0.4611 0.415
H 2.7526 -0.1009 1.6239 0.371
H 1.6724 -1.3975 1.6108 0.471
H -2.7574 -1.3143 0.3044 0.313
```

Properties
F_max = 3.88 eV/Å
Kohn-Sham gap = 8.468 eV
Energy relative to the best compared isomer or geometry (same formula, charge and spin) = 201.73 kcal per mole
Multiplicity = 1
Charge = 0

***

Here is a cluster of 2 separate species, C9H13NO2 in total at a distorted geometry from the OMol25 dataset. Energies are from ωB97M-V with the def2-TZVPD basis set.

```
25
Properties=species:S:1:pos:R:3:mulliken_charge:R:1
C 0.7222 4.6646 -1.7557 -1.040
C 1.3285 3.3551 -1.2915 0.734
O 2.1955 3.2413 -0.4568 -0.603
N 0.8271 2.2525 -1.9414 -0.416
H 0.9377 4.7663 -2.8278 0.334
H 1.2061 5.4684 -1.2039 0.292
H 1.1230 1.3655 -1.5594 0.203
H 0.0423 2.3148 -2.5645 0.211
H -0.3477 4.6048 -1.5570 0.307
C -0.3144 -4.4456 0.9311 -1.387
C -0.5366 -0.1838 0.9855 0.853
C -1.6501 -0.9398 0.4867 -0.348
C 0.6526 -0.8423 1.4143 -0.603
C -1.6094 -2.2933 0.4891 -0.659
C 0.6371 -2.1922 1.4348 -0.386
C -0.4555 -2.9842 0.9190 0.746
O -0.5757 1.1098 1.1208 -0.340
H -1.4324 1.4743 0.8195 0.333
H -2.4923 -0.3447 0.1667 0.340
H 1.4808 -0.3005 1.8421 0.494
H -2.4916 -2.7847 0.0868 0.367
H 1.5027 -2.7534 1.7728 0.434
H 0.5205 -4.7196 0.2896 0.380
H -1.1598 -4.9559 0.4818 0.385
H -0.1106 -4.8774 1.9173 0.368
```

Properties
F_max = 1.25 eV/Å
Kohn-Sham gap (spin up / spin down) = 8.466 / 4.859 eV
Energy relative to the best compared isomer or geometry (same formula, charge and spin) = 15.67 kcal per mole
⟨S²⟩ = 0.77
Multiplicity = 2
Charge = +1

***

Here is a cluster of 2 separate species, C9H13NO3 in total at a distorted geometry from the OMol25 dataset. Energies are from ωB97M-V with the def2-TZVPD basis set.

```
26
Properties=species:S:1:pos:R:3:mulliken_charge:R:1
C 2.0483 -0.4331 1.0631 -1.463
C 1.3494 0.9205 0.5729 0.628
C 2.0628 1.5302 -0.6371 -0.962
C 1.5536 1.8325 -1.8539 -0.479
C 0.1823 1.4460 -2.0765 -0.530
C -0.6853 0.9548 -1.1249 -0.410
C -0.1697 0.7706 0.2684 -0.212
N -1.0036 0.8716 1.2542 0.944
O -0.7139 0.8590 2.4597 -0.767
O -2.3650 0.9524 0.9096 -0.525
H 3.0762 -0.2972 1.3194 0.451
H 1.9131 -1.0900 0.2507 0.416
H 1.6512 -0.8005 1.9459 0.333
H 1.5894 1.7016 1.3669 0.312
H 2.9984 1.7876 -0.4228 0.524
H 2.1961 2.3331 -2.5459 0.435
H -0.0706 1.6515 -3.1130 0.343
H -1.6485 0.6718 -1.3348 0.561
H -2.9312 1.1392 1.7787 0.378
C -2.2602 -2.4294 -0.0426 -0.902
C -0.7702 -2.2910 0.0577 0.238
O -0.0348 -2.4181 -0.8899 -0.505
H -2.5581 -2.3709 -1.1142 0.259
H -2.6667 -1.6509 0.5962 0.211
H -2.3898 -3.5769 0.2778 0.339
H -0.3533 -2.0646 1.0346 0.384
```

Properties
SMILES = C[C@H]1C=CC=C/C1=[N+](/[O-])O.CC=O
F_max = 4.39 eV/Å
Kohn-Sham gap (spin up / spin down) = 7.991 / 7.991 eV
Energy relative to the best compared isomer or geometry (same formula, charge and spin) = 136.09 kcal per mole
Multiplicity = 1
Charge = 0

***

Here is a cluster of 2 separate species, C9H13NOS in total at a distorted geometry from the OMol25 dataset. Energies are from ωB97M-V with the def2-TZVPD basis set.

```
25
Properties=species:S:1:pos:R:3:mulliken_charge:R:1
C -0.6779 -0.2503 -1.8315 -0.734
C -1.1646 0.7399 -0.9874 -0.335
C -0.6587 -1.6006 -1.5158 -0.996
C -1.3238 -1.7639 -0.3004 0.229
C -1.6853 0.5110 0.2912 0.685
C -1.8729 -0.7961 0.5076 0.221
C -1.8583 -2.2412 1.0132 -0.577
C -1.9417 1.6071 1.2163 -1.216
C 2.6437 0.8184 1.3137 -0.708
N 2.5074 0.6591 -1.3878 -0.572
O 1.7903 -1.3798 -0.0307 -0.440
S 2.8368 -0.4511 -0.0189 0.454
H -0.2374 0.0248 -2.7371 0.791
H -0.9567 1.8048 -1.1901 0.144
H -0.1259 -2.3426 -2.0164 0.444
H 1.6280 0.4294 -1.8022 0.228
H -2.8205 -2.6896 1.0283 0.231
H -1.1202 -2.7709 1.7039 0.211
H -2.9428 1.4702 1.6245 0.351
H -1.9078 2.5431 0.5503 0.325
H -1.2653 1.8023 2.0971 0.232
H 3.2349 0.5525 2.2038 0.298
H 3.0602 1.6578 0.9357 0.410
H 1.5922 0.9998 1.3962 0.073
H 3.2663 0.6658 -2.0634 0.250
```

Properties
F_max = 6.18 eV/Å
Kohn-Sham gap = 9.353 eV
Energy relative to the best compared isomer or geometry (same formula, charge and spin) = 100.26 kcal per mole
Multiplicity = 1
Charge = 0

***

Here is a structure of composition C9H13O2P at a distorted geometry from the OMol25 dataset. Energies are from ωB97M-V with the def2-TZVPD basis set.

```
25
Properties=species:S:1:pos:R:3:mulliken_charge:R:1
C 0.6582 -2.0071 -1.1946 -0.589
C 1.5861 -1.1170 -0.6884 -0.072
C -0.3182 -1.5036 -2.0296 -0.210
C 1.3713 0.2893 -0.8176 -0.815
C -0.4060 -0.2067 -2.4892 -0.658
C 0.6842 0.6770 -2.0945 0.575
C -1.9148 -0.0613 3.2940 -0.683
C 1.1661 1.5230 -3.0514 -0.869
C -0.8161 1.3872 1.9224 -0.350
O 1.4545 -0.2608 2.2819 -0.611
O -2.0825 0.9619 2.3119 -0.348
P 0.4133 0.0278 1.3308 0.609
H 0.9280 -3.1750 -1.1891 0.233
H 2.6304 -1.3960 -0.4377 0.348
H -1.2000 -2.0684 -2.3611 0.321
H 2.1123 0.8642 -0.3973 0.663
H -1.2596 0.1681 -3.0187 0.400
H -0.8261 -0.1871 3.6980 0.326
H -2.2947 -1.0780 2.7423 0.208
H -2.6565 0.0112 4.0940 0.291
H 1.9100 2.3082 -2.8246 0.289
H 0.5580 1.7760 -3.8765 0.334
H -0.9683 2.2029 1.0251 0.265
H -0.2889 2.0058 2.7506 0.310
H -0.4408 -1.1416 1.0191 0.033
```

Properties
F_max = 5.16 eV/Å
Kohn-Sham gap (spin up / spin down) = 7.158 / 7.158 eV
Energy relative to the best compared isomer or geometry (same formula, charge and spin) = 88.82 kcal per mole
Multiplicity = 1
Charge = 0

***

Here is a cluster of 2 separate species, C9H14 in total at a distorted geometry from the OMol25 dataset. Energies are from ωB97M-V with the def2-TZVPD basis set.

```
23
Properties=species:S:1:pos:R:3:mulliken_charge:R:1
C 0.5123 2.5769 -1.6000 -0.955
C 1.5769 2.0775 -2.5405 -1.260
H 0.1797 3.5978 -1.8044 0.519
H -0.3642 1.9182 -1.5558 0.186
H 0.8422 2.6857 -0.5521 0.235
H 1.7132 1.0352 -2.7344 0.387
H 2.5190 2.5220 -2.1467 0.308
H 1.3973 2.5135 -3.5383 0.416
C 0.6398 -0.0447 2.5133 -1.842
C 0.0217 -0.7630 0.1837 -1.926
C -0.2175 -0.8454 1.5521 1.144
C -0.8178 -1.4500 -0.7039 -0.229
C -1.1711 -1.7710 1.9906 -1.033
C -1.7585 -2.3341 -0.2408 -0.244
C -1.8632 -2.5738 1.1218 -0.389
H 0.9216 -0.2147 -0.0562 -0.083
H -0.7152 -1.2455 -1.7558 0.994
H 1.5601 0.1099 1.9389 0.692
H 1.0472 -0.4517 3.4254 0.585
H -1.3454 -1.9853 3.0401 0.116
H -2.4374 -2.7819 -0.9401 0.416
H -2.3499 -3.4030 1.5923 0.652
H 0.1093 0.8275 2.8107 0.313
```

Properties
F_max = 2.31 eV/Å
Kohn-Sham gap (spin up / spin down) = 2.593 / 9.291 eV
Energy relative to the best compared isomer or geometry (same formula, charge and spin) = 17.81 kcal per mole
⟨S²⟩ = 0.75
Multiplicity = 2
Charge = -1

***

Here is a cluster of 2 separate species, C9H14 in total at a distorted geometry from the OMol25 dataset. Energies are from ωB97M-V with the def2-TZVPD basis set.

```
23
Properties=species:S:1:pos:R:3:mulliken_charge:R:1
C -2.4408 -0.0767 1.0458 -1.246
C -0.5487 -0.7494 -0.5013 -0.668
C -1.3253 0.2723 0.0700 0.716
C 0.3343 -0.4554 -1.6075 -0.859
C -1.1120 1.6159 -0.2848 -0.410
C 0.4403 0.8575 -2.0095 -0.164
C -0.2056 1.9137 -1.3601 -0.887
H -0.5503 -1.7338 -0.0477 0.444
H 0.8782 -1.2983 -2.0200 0.386
H -3.2947 -0.5319 0.5729 0.326
H -2.5719 0.8001 1.6779 0.321
H -1.6223 2.3636 0.3115 0.275
H 1.1251 1.0214 -2.8418 0.302
H -0.1707 2.9077 -1.7917 0.287
H -2.0118 -0.8814 1.6724 0.238
C 1.5328 -1.7618 1.9323 -0.541
C 2.6313 -0.8134 1.4086 -0.912
H 0.6160 -1.2117 1.7113 -0.064
H 1.4716 -2.7748 1.5407 0.281
H 1.5671 -1.8633 3.0158 0.333
H 2.3570 0.2230 1.5494 0.245
H 2.8981 -0.9508 0.3650 0.276
H 3.5414 -1.1279 1.9509 0.322
```

Properties
F_max = 2.46 eV/Å
Kohn-Sham gap (spin up / spin down) = 3.028 / 7.248 eV
Energy relative to the best compared isomer or geometry (same formula, charge and spin) = 12.06 kcal per mole
⟨S²⟩ = 0.76
Multiplicity = 2
Charge = -1

***

Here is a cluster of 2 separate species, C9H14 in total at a distorted geometry from the OMol25 dataset. Energies are from ωB97M-V with the def2-TZVPD basis set.

```
23
Properties=species:S:1:pos:R:3:mulliken_charge:R:1
C -3.1382 0.9985 -0.9774 -0.932
C -2.5780 1.1985 -2.3751 -0.686
H -3.5003 0.0069 -0.7738 0.302
H -2.4438 1.3040 -0.2049 0.270
H -3.8938 1.7970 -0.9154 0.339
H -3.2757 0.8027 -3.2023 0.289
H -1.6994 0.5162 -2.4396 0.044
H -2.4938 2.2355 -2.5677 0.294
C 1.8737 0.2669 2.7751 -1.370
C 1.3263 -1.4837 1.0802 -0.258
C 1.3174 -0.1585 1.4882 0.338
C 0.8099 -1.8848 -0.1482 -1.094
C 0.7598 0.7002 0.5302 -0.127
C 0.4779 -0.8963 -1.2043 -0.219
C 0.4109 0.4087 -0.9005 -0.955
H 1.6419 -2.0516 1.9940 0.231
H 0.8005 -2.8695 -0.2214 0.605
H 2.9298 0.0056 3.0404 0.350
H 1.2290 0.0809 3.6501 0.235
H 0.6538 1.7918 0.7923 0.163
H 0.2715 -1.2192 -2.2231 0.410
H 0.0200 1.3742 -1.3265 0.432
H 2.2015 1.3274 2.7884 0.339
```

Properties
F_max = 4.61 eV/Å
Kohn-Sham gap (spin up / spin down) = 3.006 / 7.091 eV
Energy relative to the best compared isomer or geometry (same formula, charge and spin) = 46.92 kcal per mole
⟨S²⟩ = 0.76
Multiplicity = 2
Charge = -1

***

Here is a cluster of 2 separate species, C9H14 in total at a distorted geometry from the OMol25 dataset. Energies are from ωB97M-V with the def2-TZVPD basis set.

```
23
Properties=species:S:1:pos:R:3:mulliken_charge:R:1
C -0.3991 0.2142 2.3074 -0.870
C -1.6306 0.8901 1.7279 -0.537
H -0.5139 0.0323 3.3914 0.417
H -0.2988 -0.7810 1.8830 0.215
H 0.5365 0.7731 2.2549 0.191
H -1.6113 0.7884 0.6464 -0.051
H -1.7510 1.9518 1.9546 0.286
H -2.5243 0.3772 2.0961 0.280
C 2.6341 -0.2202 -0.3071 -1.300
C 1.2370 -0.2556 -0.8708 0.678
C 0.5777 -1.4491 -1.0311 -0.275
C 0.5794 0.9673 -1.1741 -0.419
C -0.8057 -1.5158 -1.4445 -0.834
C -0.7625 0.9164 -1.6861 -0.780
C -1.4383 -0.2773 -1.7316 -0.204
H 2.5678 0.0621 0.7545 0.216
H 3.3708 0.2401 -0.9674 0.317
H 1.0666 -2.3783 -0.7309 0.180
H 1.1573 1.8799 -1.1105 0.254
H -1.2864 -2.4582 -1.6838 0.378
H -1.2194 1.8246 -2.0607 0.250
H -2.4811 -0.3276 -2.0506 0.287
H 2.9951 -1.2546 -0.1669 0.320
```

Properties
F_max = 1.91 eV/Å
Kohn-Sham gap (spin up / spin down) = 3.348 / 7.366 eV
Energy relative to the best compared isomer or geometry (same formula, charge and spin) = 5.15 kcal per mole
⟨S²⟩ = 0.76
Multiplicity = 2
Charge = -1

***

Here is a cluster of 2 separate species, C9H14 in total at a distorted geometry from the OMol25 dataset. Energies are from ωB97M-V with the def2-TZVPD basis set.

```
23
Properties=species:S:1:pos:R:3:mulliken_charge:R:1
C -2.1021 -0.4092 2.0897 -1.499
C -1.3042 0.3916 1.1078 0.911
C -0.0908 0.9968 1.3639 -0.275
C 0.4951 1.8318 0.4140 -0.590
C -0.0036 1.9295 -0.8554 -0.394
C -1.2498 1.3430 -1.1091 -0.469
C -1.9113 0.5927 -0.1682 -0.561
H -1.5312 -0.4896 3.0287 0.377
H -2.1409 -1.4743 1.8441 0.317
H -3.0672 0.0363 2.2915 0.345
H 0.4351 0.8394 2.2957 0.309
H 1.3715 2.4129 0.6836 0.318
H 0.5261 2.4203 -1.6563 0.444
H -1.7263 1.5886 -2.0552 0.349
H -2.8601 0.1038 -0.2949 0.397
C 1.4545 -1.6371 -1.7198 -0.841
C 2.3835 -1.3188 -0.5444 -0.603
H 1.2193 -0.8614 -2.4348 0.283
H 1.6922 -2.5816 -2.2160 0.343
H 0.5311 -1.9754 -1.2231 0.205
H 2.4329 -2.2050 0.0824 0.267
H 2.0471 -0.4264 -0.0261 0.079
H 3.3990 -1.1078 -0.8980 0.286
```

Properties
SMILES = Cc1ccccc1.CC
F_max = 2.14 eV/Å
Kohn-Sham gap = 10.050 eV
Energy relative to the best compared isomer or geometry (same formula, charge and spin) = 12.08 kcal per mole
Multiplicity = 1
Charge = 0